Record 1
# H10IO5Zn

A structure of composition H10IO5Zn (ωB97M-V/def2-TZVPD, the OMol25 dataset).

Results
Gap between HOMO and LUMO = 4.55 eV
Maximum force = 0.046 hartree/bohr
Highest occupied orbital energy = -14.12 eV
DFT total energy = -66908.3227 eV
Relative energy (zero: lowest compared OMol25 entry of this formula, charge and spin) = 1.641 eV
Charge = +1

Each line ends with the natural charge from an NBO analysis.
Atoms and positions in Å:
1 Zn 1.737 3.771 -0.968  1.22
2 I 0.619 1.401 -0.197  -0.23
3 O 2.698 0.119 2.310  -0.91
4 H 2.289 0.913 1.947  0.44
5 H 2.709 -0.522 1.587  0.47
6 O -0.716 -1.292 2.009  -0.90
7 H -0.474 -0.749 1.256  0.42
8 H -0.896 -2.164 1.632  0.49
9 O -2.875 2.343 0.247  -0.91
10 H -2.898 2.221 -0.709  0.46
11 H -1.949 2.241 0.493  0.45
12 O 1.218 -2.392 -0.365  -0.92
13 H 1.493 -2.740 -1.223  0.49
14 H 1.113 -1.448 -0.506  0.44
15 O -1.143 -0.755 -2.773  -0.92
16 H -0.913 0.054 -2.309  0.44
17 H -2.012 -1.002 -2.431  0.48

***

Record 2
# H10LiO5

A structure of composition H10LiO5 (ωB97M-V/def2-TZVPD, the OMol25 dataset).

Results
Gap between HOMO and LUMO = 11.44 eV
Maximum force = 0.229 hartree/bohr
Highest occupied orbital energy = -15.10 eV
DFT total energy = -10592.7638 eV
Relative energy (zero: lowest compared OMol25 entry of this formula, charge and spin) = 9.236 eV
Charge = +1

Each line ends with the natural charge from an NBO analysis.
Atoms and positions in Å:
1 Li -18.002 0.877 28.262  0.81
2 O -18.943 -0.048 27.325  -0.99
3 H -18.909 -0.951 27.008  0.49
4 H -19.685 -0.033 27.929  0.52
5 O -16.712 0.381 28.067  -0.96
6 H -16.147 0.898 27.493  0.51
7 H -16.371 -0.511 27.999  0.50
8 O -17.630 1.909 29.276  -0.95
9 H -17.434 2.153 30.181  0.51
10 H -17.444 2.699 28.769  0.49
11 O -17.845 1.890 27.255  -0.99
12 H -17.779 2.831 27.098  0.49
13 H -18.398 1.566 26.544  0.54
14 O -19.536 1.158 28.806  -0.97
15 H -19.755 0.976 29.720  0.50
16 H -19.340 2.094 28.788  0.51

***

Record 3
# H10LiO9P

A structure of composition H10LiO9P (ωB97M-V/def2-TZVPD, the OMol25 dataset).

Results
Gap between HOMO and LUMO (spin up / spin down) = 3.30 / 2.74 eV
Multiplicity = 2
Maximum force = 0.125 hartree/bohr
Highest occupied orbital energy (spin up / spin down) = -2.40 / -1.83 eV
DFT total energy = -28084.6908 eV
Charge = -1

Each line ends with the natural charge from an NBO analysis.
Atoms and positions in Å:
1 Li 0.323 0.246 -0.566  0.89
2 P 0.177 -1.865 1.926  2.42
3 O -0.985 -1.654 2.853  -1.05
4 O -0.439 -3.191 1.490  -1.11
5 O 0.872 -2.559 3.143  -0.89
6 O 0.869 -0.847 0.981  -1.28
7 O 0.725 0.313 -2.625  -0.95
8 H 0.528 1.089 -3.151  0.48
9 H 0.788 -0.398 -3.263  0.49
10 O -2.548 0.136 1.851  -1.02
11 H -2.173 -0.551 2.402  0.51
12 H -1.845 0.369 1.245  0.45
13 O 3.128 0.109 -0.632  -0.90
14 H 2.952 -0.022 -1.563  0.46
15 H 3.110 1.059 -0.515  0.45
16 O 0.144 2.203 -0.003  -0.94
17 H -0.468 2.741 -0.504  0.47
18 H 0.783 2.826 0.344  0.49
19 O -1.767 0.096 -0.825  -0.95
20 H -1.727 -0.714 -1.333  0.49
21 H -2.447 0.615 -1.254  0.48

***

Record 4
# H10N3

A cluster of 3 separate species, H10N3 in total (ωB97M-V/def2-TZVPD, the OMol25 dataset).

Results
Gap between HOMO and LUMO = 9.84 eV
Maximum force = 0.092 hartree/bohr
Highest occupied orbital energy = -13.70 eV
DFT total energy = -4625.5009 eV
Relative energy (zero: lowest compared OMol25 entry of this formula, charge and spin) = 1.813 eV
Charge = +1

Each line ends with the natural charge from an NBO analysis.
Atoms and positions in Å:
1 N 1.797 0.360 -0.824  -0.93
2 H 0.831 0.183 -1.023  0.47
3 H 1.990 -0.367 0.004  0.50
4 H 2.504 0.032 -1.598  0.46
5 H 2.066 1.420 -0.562  0.48
6 N 0.089 -1.599 0.653  -1.14
7 H -0.088 -1.391 1.668  0.38
8 H 0.156 -2.649 0.876  0.39
9 H -0.826 -1.500 0.156  0.38
10 N -1.893 1.359 0.126  -1.11
11 H -2.284 2.210 -0.406  0.39
12 H -1.932 1.303 1.108  0.37
13 H -2.411 0.639 -0.178  0.35

***

Record 5
# H10NO3

A cluster of 4 separate species, H10NO3 in total (ωB97M-V/def2-TZVPD, the OMol25 dataset).

Results
Gap between HOMO and LUMO = 12.97 eV
Maximum force = 0.051 hartree/bohr
Highest occupied orbital energy = -16.08 eV
DFT total energy = -7789.3077 eV
Relative energy (zero: lowest compared OMol25 entry of this formula, charge and spin) = 0.370 eV
Charge = +1

Each line ends with the natural charge from an NBO analysis.
Atoms and positions in Å:
1 N -0.209 0.096 0.585  -0.92
2 H -0.084 -0.918 0.805  0.47
3 H -0.259 0.553 1.511  0.42
4 H 0.566 0.631 0.162  0.46
5 H -1.061 0.428 0.100  0.47
6 H 0.319 -2.888 2.008  0.50
7 H 0.557 -3.151 0.582  0.50
8 O -0.024 -2.625 1.123  -0.94
9 H -2.027 1.975 -1.168  0.49
10 H -2.946 0.928 -1.766  0.51
11 O -2.186 1.041 -1.178  -0.97
12 H 2.492 0.878 -1.551  0.50
13 H 2.704 1.916 -0.530  0.50
14 O 2.159 1.135 -0.683  -0.97

***

Record 6
# H10NO3

A cluster of 4 separate species, H10NO3 in total (ωB97M-V/def2-TZVPD, the OMol25 dataset).

Results
Gap between HOMO and LUMO = 12.70 eV
Maximum force = 0.025 hartree/bohr
Highest occupied orbital energy = -15.84 eV
DFT total energy = -7789.2049 eV
Relative energy (zero: lowest compared OMol25 entry of this formula, charge and spin) = 0.473 eV
Charge = +1

Each line ends with the natural charge from an NBO analysis.
Atoms and positions in Å:
1 N 0.125 -0.240 0.617  -0.89
2 H 1.010 -0.695 0.374  0.45
3 H 0.192 -0.155 1.624  0.44
4 H 0.081 0.649 0.036  0.48
5 H -0.670 -0.841 0.394  0.45
6 H 3.668 0.549 -0.323  0.50
7 H 3.134 -0.759 -0.911  0.49
8 O 2.901 -0.033 -0.321  -0.98
9 H -2.344 -2.150 -0.084  0.48
10 H -3.469 -1.612 0.650  0.50
11 O -2.503 -1.532 0.650  -0.97
12 H -0.108 2.451 -1.388  0.51
13 H -1.412 2.435 -0.573  0.51
14 O -0.608 1.932 -0.745  -0.96

***

Record 7
# H10Na4O6

A structure of composition H10Na4O6 (ωB97M-V/def2-TZVPD, the OMol25 dataset).

Results
Gap between HOMO and LUMO = 6.86 eV
Maximum force = 0.038 hartree/bohr
Highest occupied orbital energy = -15.20 eV
DFT total energy = -30102.6974 eV
Charge = +2

Each line ends with the natural charge from an NBO analysis.
Atoms and positions in Å:
1 Na -1.178 2.832 -0.780  0.98
2 Na 0.818 -0.705 1.979  0.98
3 Na -1.399 1.360 2.534  0.97
4 Na 1.853 3.344 1.168  0.99
5 O 0.466 1.465 0.867  -1.42
6 H -0.242 0.968 0.426  0.47
7 O -1.591 -0.904 2.086  -1.38
8 H -2.505 -1.100 1.899  0.47
9 O -1.176 -1.991 -0.374  -0.99
10 H -0.228 -2.178 -0.296  0.49
11 H -1.421 -1.681 0.554  0.50
12 O 1.666 -1.635 -0.103  -1.02
13 H 2.465 -2.158 -0.274  0.51
14 H 1.637 -0.988 -0.841  0.52
15 O -1.723 0.429 -1.445  -1.06
16 H -1.296 0.288 -2.304  0.49
17 H -1.553 -0.459 -0.982  0.52
18 O 1.613 0.803 -1.586  -0.99
19 H 2.447 1.213 -1.852  0.49
20 H 1.348 1.099 -0.676  0.49

***

Record 8
# H10Na5O13S2

A structure of composition H10Na5O13S2 (ωB97M-V/def2-TZVPD, the OMol25 dataset).

Results
Gap between HOMO and LUMO = 1.91 eV
Maximum force = 0.057 hartree/bohr
Highest occupied orbital energy = -8.69 eV
DFT total energy = -70529.1587 eV
Relative energy (zero: lowest compared OMol25 entry of this formula, charge and spin) = 0.000 eV
Charge = +1

Each line ends with the natural charge from an NBO analysis.
Atoms and positions in Å:
1 Na 1.554 -1.787 0.898  0.98
2 Na 2.357 2.390 1.495  0.94
3 Na -1.558 2.655 -2.406  0.92
4 Na -1.029 4.089 1.119  0.85
5 Na 1.969 1.244 -2.232  0.92
6 S -0.074 0.741 0.308  2.63
7 O 1.321 0.619 -0.068  -1.13
8 O -0.829 0.980 -0.907  -1.15
9 O -0.453 -0.557 0.894  -1.07
10 O -0.269 1.885 1.226  -1.20
11 S 3.240 -1.948 -2.335  2.58
12 O 3.850 -0.606 -2.419  -1.09
13 O 4.161 -2.945 -1.793  -0.96
14 O 2.069 -1.844 -1.446  -1.19
15 O 2.837 -2.318 -3.689  -0.95
16 O -1.537 -0.999 3.468  -0.96
17 H -1.482 -0.121 3.845  0.48
18 H -1.180 -0.936 2.557  0.47
19 O 0.200 -0.465 -2.928  -1.02
20 H -0.327 -0.082 -2.234  0.45
21 H 0.756 -1.148 -2.476  0.53
22 O -0.670 1.817 3.920  -0.93
23 H -0.278 1.575 3.072  0.48
24 H -0.873 2.744 3.831  0.45
25 O -1.287 -2.440 -0.936  -0.94
26 H -2.240 -2.367 -1.064  0.47
27 H -1.061 -1.760 -0.276  0.46
28 O -3.426 0.656 0.200  -0.95
29 H -2.655 1.104 -0.176  0.45
30 H -3.085 -0.176 0.552  0.49

***

Record 9
# H10NaO5

A structure of composition H10NaO5 (ωB97M-V/def2-TZVPD, the OMol25 dataset).

Results
Gap between HOMO and LUMO = 9.86 eV
Maximum force = 0.010 hartree/bohr
Highest occupied orbital energy = -14.26 eV
DFT total energy = -14810.8529 eV
Relative energy (zero: lowest compared OMol25 entry of this formula, charge and spin) = 2.266 eV
Charge = +1

Each line ends with the natural charge from an NBO analysis.
Atoms and positions in Å:
1 Na -0.235 0.177 0.571  1.00
2 O 2.492 -2.022 2.675  -0.95
3 H 3.208 -2.063 2.041  0.47
4 H 2.278 -2.937 2.856  0.48
5 O 2.274 -0.988 -2.142  -0.96
6 H 2.641 -0.650 -2.959  0.48
7 H 3.036 -1.258 -1.629  0.47
8 O -0.532 3.310 -1.680  -0.96
9 H -0.060 4.143 -1.654  0.48
10 H -0.822 3.228 -2.589  0.48
11 O -1.522 0.954 4.477  -0.96
12 H -2.353 1.420 4.387  0.47
13 H -1.214 1.179 5.354  0.48
14 O -2.940 -1.373 -2.887  -0.95
15 H -2.478 -1.327 -3.724  0.47
16 H -3.774 -1.794 -3.097  0.48

***

Record 10
# H10O5

A cluster of 5 separate species, H10O5 in total (ωB97M-V/def2-TZVPD, the OMol25 dataset).

Results
Gap between HOMO and LUMO (spin up / spin down) = 2.55 / 11.32 eV
Multiplicity = 2
Maximum force = 0.019 hartree/bohr
Highest occupied orbital energy (spin up / spin down) = 0.69 / -7.66 eV
DFT total energy = -10399.1920 eV
Relative energy (zero: lowest compared OMol25 entry of this formula, charge and spin) = 0.515 eV
Charge = -1

Each line ends with the natural charge from an NBO analysis.
Atoms and positions in Å:
1 O -19.422 -9.676 -7.713  -1.28
2 H -18.892 -10.452 -7.532  0.41
3 H -19.649 -9.752 -8.640  0.38
4 O -20.919 -7.498 -6.368  -1.07
5 H -20.168 -8.032 -6.629  0.50
6 H -21.671 -7.926 -6.779  0.46
7 O -20.259 -4.905 -5.520  -0.98
8 H -19.437 -5.111 -5.964  0.46
9 H -20.820 -5.662 -5.688  0.50
10 O -21.604 -9.030 -3.859  -1.01
11 H -22.532 -9.031 -4.094  0.42
12 H -21.219 -8.344 -4.404  0.48
13 O -24.544 -9.228 -6.779  -1.10
14 H -24.935 -10.010 -6.389  0.43
15 H -24.454 -8.615 -6.049  0.40

***

Record 11
# H10O5

A cluster of 5 separate species, H10O5 in total (ωB97M-V/def2-TZVPD, the OMol25 dataset).

Results
Gap between HOMO and LUMO = 10.82 eV
Maximum force = 0.021 hartree/bohr
Highest occupied orbital energy = -10.60 eV
DFT total energy = -10399.7827 eV
SMILES = O.O.O.O.O
Relative energy (zero: lowest compared OMol25 entry of this formula, charge and spin) = 1.067 eV
Charge = 0

Each line ends with the natural charge from an NBO analysis.
Atoms and positions in Å:
1 O -4.147 -0.729 -14.497  -0.95
2 H -4.811 -0.251 -14.001  0.47
3 H -3.394 -0.775 -13.908  0.48
4 O -0.123 -3.989 -11.388  -0.97
5 H -0.893 -3.528 -11.055  0.46
6 H -0.137 -3.829 -12.332  0.49
7 O -1.417 -0.099 -13.343  -0.96
8 H -0.912 0.584 -12.901  0.49
9 H -1.628 0.275 -14.198  0.48
10 O 1.398 -6.222 -15.064  -0.94
11 H 0.700 -6.221 -14.408  0.47
12 H 2.203 -6.319 -14.556  0.47
13 O -0.856 -3.247 -13.806  -0.96
14 H -1.005 -2.316 -13.973  0.49
15 H -0.727 -3.629 -14.674  0.48

***

Record 12
# H10O5

A cluster of 5 separate species, H10O5 in total (ωB97M-V/def2-TZVPD, the OMol25 dataset).

Results
Gap between HOMO and LUMO = 11.39 eV
Maximum force = 0.010 hartree/bohr
Highest occupied orbital energy = -11.46 eV
DFT total energy = -10399.2037 eV
SMILES = O.O.O.O.O
Relative energy (zero: lowest compared OMol25 entry of this formula, charge and spin) = 1.646 eV
Charge = 0

Each line ends with the natural charge from an NBO analysis.
Atoms and positions in Å:
1 H 0.286 -1.099 -0.370  0.47
2 H -0.126 -2.398 0.304  0.47
3 H 4.188 -3.016 0.577  0.47
4 H 3.535 -4.179 -0.150  0.47
5 H 2.005 2.965 0.200  0.47
6 H 1.048 2.965 1.381  0.47
7 H 0.138 2.888 -0.447  0.45
8 H 0.112 4.376 -0.759  0.48
9 H -5.651 -1.323 0.880  0.47
10 H -4.639 -2.377 0.460  0.47
11 O -0.490 -1.589 -0.072  -0.93
12 O 4.263 -3.552 -0.221  -0.93
13 O 1.706 3.511 0.936  -0.93
14 O -0.303 3.541 -1.004  -0.93
15 O -5.289 -1.762 0.102  -0.93